(1)
Molecular formula: C12H35N8O10V
Method: DFT, ωB97M-V/def2-TZVPD

Geometry (Å):
O: 1.08 -0.60 0.79
V: -0.10 -0.18 -0.23
O: 0.59 0.31 -1.58
C: 0.41 -4.49 -1.27
C: -0.16 -3.16 -1.74
C: -1.20 -3.42 -2.83
O: -0.76 -2.36 -0.65
H: 0.79 -5.06 -2.12
H: -0.32 -5.12 -0.75
H: 1.33 -4.30 -0.71
H: 0.59 -2.54 -2.23
H: -0.82 -3.97 -3.70
H: -1.49 -2.47 -3.30
H: -2.14 -3.84 -2.49
O: -4.16 -1.86 1.99
C: -3.74 -0.77 2.70
C: -2.89 0.20 1.87
O: -1.71 -0.31 1.28
H: -3.06 -1.15 3.46
H: -4.58 -0.30 3.23
H: -2.74 1.09 2.48
H: -3.43 0.61 1.01
C: -0.27 -3.20 2.97
O: -1.28 -3.12 2.27
N: 0.34 -4.27 3.29
N: 0.40 -2.10 3.32
H: 0.12 -5.21 2.97
H: 1.22 -4.15 3.77
H: 0.02 -1.26 2.90
H: 1.30 -2.21 3.76
C: 3.42 2.53 -2.72
O: 3.28 2.60 -1.50
N: 4.50 2.76 -3.40
N: 2.52 2.12 -3.56
H: 4.49 2.70 -4.41
H: 5.33 2.91 -2.84
H: 2.84 1.79 -4.47
H: 1.55 1.97 -3.32
C: 3.55 -1.19 4.23
O: 2.80 -2.09 4.68
N: 4.52 -0.66 4.97
N: 3.57 -0.78 2.99
H: 4.96 0.18 4.62
H: 4.57 -1.05 5.90
H: 4.31 -0.12 2.77
H: 2.91 -1.15 2.32
C: 0.23 3.47 0.17
O: 0.16 2.34 0.48
N: 1.18 4.16 -0.35
N: -0.77 4.26 0.51
H: 0.81 4.96 -0.85
H: 2.03 3.65 -0.54
H: -0.86 5.22 0.20
H: -1.47 3.76 1.03
C: -2.75 1.95 -3.60
C: -2.26 2.04 -2.12
C: -3.22 2.76 -1.32
O: -2.14 0.70 -1.76
H: -2.48 2.89 -4.09
H: -3.78 1.61 -3.61
H: -2.16 1.18 -4.09
H: -1.28 2.51 -2.01
H: -4.27 2.49 -1.48
H: -3.18 3.84 -1.27
H: -3.19 2.55 -0.25
H: -3.04 0.37 -1.77

Values from the calculation:
- charge = -2
- Kohn-Sham gap (eV) = 2.1
- F_max (eV Å⁻¹) = 7.41
- LUMO (eV) = 3.748

Taken from the Löwdin analysis, the atomic charges in e are: -0.397, 0.937, -0.445, -0.088, -0.545, -0.107, -0.277, 0.045, 0.075, 0.061, 0.099, 0.046, 0.052, 0.072, -0.392, -0.531, -0.374, -0.336, 0.061, 0.045, 0.058, 0.058, -0.767, 0.043, 0.150, 0.160, 0.105, 0.085, 0.086, 0.018, -0.751, 0.027, 0.141, 0.176, 0.105, 0.116, 0.107, 0.106, -0.704, -0.023, 0.135, 0.202, 0.097, 0.108, 0.109, 0.099, -0.815, 0.081, 0.186, 0.153, 0.107, 0.074, 0.097, 0.116, -0.047, -0.519, -0.094, -0.070, 0.065, 0.077, 0.074, 0.127, 0.085, 0.073, 0.071, 0.114

(2)
Molecular formula: C12H36AlFN6O2P2
Method: DFT, ωB97M-V/def2-TZVPD

Geometry (Å):
Al: -0.58 2.24 4.84
F: -4.07 1.91 3.32
O: -0.26 -1.98 2.55
P: -0.10 -3.38 2.08
N: 1.48 -3.83 1.55
C: 1.77 -5.06 0.79
C: 2.59 -2.87 1.47
N: -1.22 -3.85 0.87
C: -1.95 -2.91 0.01
C: -1.40 -5.33 0.39
N: -0.50 -4.40 3.39
C: 0.50 -5.22 4.07
C: -1.85 -4.16 4.09
H: 1.20 -5.94 1.09
H: 2.83 -5.28 0.74
H: 1.51 -4.79 -0.24
H: 3.08 -2.74 2.43
H: 2.03 -1.99 1.16
H: 3.16 -3.06 0.55
H: -2.47 -3.50 -0.74
H: -2.59 -2.37 0.72
H: -1.26 -2.19 -0.41
H: -1.06 -5.97 1.20
H: -2.44 -5.55 0.19
H: -0.88 -5.46 -0.56
H: 1.44 -4.75 4.36
H: 0.10 -5.76 4.92
H: 0.85 -5.86 3.26
H: -2.05 -3.11 4.26
H: -1.92 -4.76 5.00
H: -2.65 -4.60 3.49
O: 0.25 3.46 0.20
P: 0.31 3.83 -1.25
N: 1.07 2.71 -2.27
C: 2.42 2.37 -1.94
C: 0.40 1.92 -3.26
N: 1.09 5.39 -1.55
C: 1.26 5.87 -2.97
C: 1.41 6.33 -0.47
N: -1.33 4.05 -1.84
C: -1.79 4.79 -3.00
C: -2.22 2.91 -1.49
H: 3.04 2.80 -2.73
H: 2.58 1.29 -1.93
H: 2.75 2.84 -1.02
H: -0.52 1.43 -2.93
H: 1.17 1.40 -3.83
H: -0.14 2.61 -3.91
H: 2.31 5.85 -3.28
H: 0.66 5.33 -3.70
H: 0.92 6.89 -3.15
H: 0.78 6.04 0.37
H: 2.42 6.11 -0.12
H: 1.29 7.39 -0.67
H: -2.00 4.18 -3.88
H: -2.77 5.23 -2.85
H: -1.28 5.71 -3.29
H: -1.72 2.13 -0.91
H: -2.66 2.37 -2.34
H: -2.99 3.29 -0.82

Values from the calculation:
- charge = +2
- Kohn-Sham gap (eV) = 1.7
- F_max (eV Å⁻¹) = 3.01
- LUMO (eV) = -11.273

Taken from the Löwdin analysis, the atomic charges in e are: 0.963, -0.502, -0.265, 0.581, -0.266, -0.090, -0.058, -0.215, -0.062, -0.028, -0.226, -0.070, -0.019, 0.071, 0.101, 0.091, 0.103, 0.074, 0.096, 0.095, 0.103, 0.091, 0.071, 0.095, 0.090, 0.092, 0.100, 0.070, 0.084, 0.088, 0.081, -0.275, 0.652, -0.273, -0.091, -0.064, -0.233, -0.086, -0.080, -0.249, -0.115, -0.104, 0.100, 0.099, 0.089, 0.084, 0.110, 0.081, 0.089, 0.058, 0.092, 0.074, 0.089, 0.099, 0.088, 0.097, 0.072, 0.070, 0.086, 0.101

(3)
Molecular formula: C12H36AlO24S3Y2
Method: DFT, ωB97M-V/def2-TZVPD

Geometry (Å):
Y: 1.63 1.58 -3.50
Y: 1.76 -3.27 -2.10
Al: 4.60 -0.02 1.07
S: 1.32 -1.57 -5.13
O: 0.11 -1.78 -5.95
O: 0.94 -2.06 -3.82
O: 2.57 -2.20 -5.51
O: 1.62 -0.15 -5.02
S: 3.52 2.98 -0.92
O: 2.79 2.64 -2.05
O: 3.30 4.40 -0.62
O: 3.01 2.18 0.18
O: 4.94 2.72 -1.12
S: 0.81 -0.46 -0.57
O: 0.63 -1.80 -0.96
O: -0.25 -0.10 0.30
O: 2.06 -0.55 0.16
O: 0.78 0.44 -1.81
C: -1.64 2.33 -3.86
C: -1.07 3.37 -2.87
O: 0.39 3.50 -2.83
O: -0.86 1.14 -3.79
H: -1.53 2.71 -4.88
H: -2.66 2.04 -3.61
H: -1.22 3.04 -1.84
H: -1.60 4.32 -2.79
H: 0.49 4.03 -2.04
H: -1.50 0.48 -3.56
C: -1.32 -4.77 -2.10
C: -0.25 -5.85 -1.83
O: 0.88 -5.29 -1.20
O: -0.64 -3.65 -2.48
H: -1.83 -4.61 -1.16
H: -1.99 -5.10 -2.90
H: 0.19 -6.21 -2.76
H: -0.57 -6.67 -1.18
H: 0.68 -5.21 -0.27
H: -1.06 -3.18 -3.20
C: 1.08 -1.06 4.31
C: 1.60 0.32 4.33
O: 2.01 0.82 3.05
O: 2.26 -1.93 4.40
H: 0.63 -1.36 3.36
H: 0.34 -1.07 5.11
H: 2.42 0.40 5.04
H: 0.86 0.87 4.92
H: 1.28 0.85 2.43
H: 2.64 -1.99 3.52
C: 0.03 4.96 0.75
C: 0.47 3.63 1.42
O: 1.85 3.83 1.74
O: 0.66 5.03 -0.60
H: 0.41 5.77 1.37
H: -1.02 5.26 0.72
H: 0.27 2.76 0.79
H: -0.11 3.53 2.34
H: 2.37 3.29 1.14
H: 1.61 4.93 -0.56
C: -2.48 0.97 2.59
C: -2.66 1.97 1.45
O: -2.58 1.18 0.19
O: -1.09 0.61 2.63
H: -3.11 0.10 2.40
H: -2.80 1.33 3.57
H: -1.78 2.61 1.43
H: -3.63 2.46 1.53
H: -1.74 0.72 0.19
H: -0.77 0.42 1.75
C: -1.85 -2.49 1.71
C: -2.61 -3.49 2.63
O: -1.54 -3.90 3.46
O: -0.74 -3.17 1.02
H: -1.48 -1.74 2.40
H: -2.38 -1.89 0.96
H: -3.22 -4.23 2.13
H: -3.31 -3.12 3.38
H: -0.78 -4.06 2.89
H: -0.20 -2.48 0.63

Values from the calculation:
- charge = +3
- Kohn-Sham gap (eV) = 1.7
- F_max (eV Å⁻¹) = 7.79
- LUMO (eV) = -14.657

Taken from the Löwdin analysis, the atomic charges in e are: 1.872, 2.006, 1.128, 0.239, -0.284, -0.484, -0.308, -0.444, 0.255, -0.395, -0.121, -0.358, -0.181, 0.296, -0.423, -0.277, -0.442, -0.406, -0.135, -0.131, -0.159, -0.130, 0.140, 0.152, 0.110, 0.148, 0.043, 0.123, -0.183, -0.137, -0.144, -0.120, 0.132, 0.161, 0.144, 0.157, 0.118, 0.134, -0.162, -0.199, -0.041, 0.003, 0.111, 0.151, 0.149, 0.144, 0.053, 0.073, -0.055, -0.136, 0.125, -0.011, 0.143, 0.151, 0.119, 0.152, 0.005, 0.038, -0.160, -0.120, -0.057, -0.061, 0.129, 0.140, 0.082, 0.141, -0.003, -0.004, -0.173, -0.193, -0.054, -0.102, 0.083, 0.117, 0.118, 0.132, 0.063, 0.012

(4)
Molecular formula: C12H36Ca2F2O6
Method: DFT, ωB97M-V/def2-TZVPD

Geometry (Å):
Ca: 0.69 -2.62 -0.56
Ca: 0.22 -0.92 2.56
F: -0.04 -0.56 0.23
F: 0.94 -2.93 1.69
C: -3.81 -3.17 1.86
C: -3.08 -1.81 2.21
O: -1.98 -1.93 3.13
H: -4.50 -3.58 2.60
H: -3.14 -3.95 1.53
H: -4.48 -2.96 1.03
H: -3.83 -1.13 2.62
H: -2.63 -1.45 1.28
H: -2.36 -2.11 3.99
C: -3.07 1.78 4.05
C: -1.59 1.66 3.78
O: -1.44 0.78 2.59
H: -3.27 2.47 4.87
H: -3.39 0.86 4.54
H: -3.81 1.98 3.28
H: -0.98 1.37 4.63
H: -1.28 2.67 3.51
H: -1.87 1.14 1.82
C: 2.38 2.49 -2.43
C: 1.41 2.19 -1.25
O: 0.53 1.23 -1.77
H: 2.89 3.42 -2.16
H: 2.06 2.75 -3.44
H: 3.10 1.67 -2.49
H: 0.88 3.04 -0.82
H: 1.94 1.66 -0.46
H: 0.32 0.70 -1.00
C: 5.21 -1.62 1.17
C: 4.50 -1.30 -0.21
O: 3.07 -1.32 0.03
H: 4.92 -2.60 1.55
H: 4.98 -0.83 1.88
H: 6.28 -1.61 0.96
H: 4.61 -2.15 -0.88
H: 4.95 -0.47 -0.75
H: 2.91 -0.43 0.36
C: 3.14 -1.35 -3.73
C: 1.65 -1.53 -3.61
O: 1.28 -1.20 -2.35
H: 3.49 -1.89 -4.61
H: 3.64 -1.66 -2.80
H: 3.49 -0.34 -3.94
H: 1.37 -2.58 -3.76
H: 1.14 -0.88 -4.32
H: 1.20 -0.25 -2.31
C: -4.07 2.52 -1.68
C: -2.66 2.22 -1.77
O: -2.28 1.63 -0.55
H: -4.61 1.58 -1.63
H: -4.47 2.92 -2.61
H: -4.37 2.97 -0.73
H: -1.96 3.04 -1.92
H: -2.49 1.51 -2.58
H: -1.70 0.87 -0.65

Values from the calculation:
- charge = +1
- Kohn-Sham gap (alpha / beta) (eV) = 2.8 / 9.6
- F_max (eV Å⁻¹) = 3.02
- 2S+1 = 2
- LUMO (alpha / beta) (eV) = -3.493 / -2.970

Taken from the Löwdin analysis, the atomic charges in e are: 1.422, 1.242, -0.637, -0.743, -0.064, -0.267, -0.210, 0.073, 0.067, 0.072, 0.112, 0.092, 0.102, -0.087, -0.231, -0.276, 0.082, 0.067, 0.088, 0.109, 0.112, 0.068, -0.051, -0.266, -0.122, 0.071, 0.081, 0.056, 0.119, 0.096, 0.013, -0.058, -0.266, -0.189, 0.076, 0.067, 0.072, 0.094, 0.115, 0.041, -0.055, -0.322, -0.257, 0.086, 0.057, 0.077, 0.114, 0.134, 0.041, -0.096, -0.352, -0.096, 0.078, 0.089, 0.086, 0.115, 0.120, 0.039